Computed, not measured: C7H24BClMgO7S2 as an isolated structure at a distorted geometry, with wB97M-V/def2-TZVPD.

Last column: Löwdin charge in e.
Atoms and positions in Å:
Mg1 -1.340 -1.560 -0.146  0.21
Cl1 -0.084 -3.428 0.498  -0.09
B1 -3.103 -1.229 0.694  -0.39
H1 -4.127 -0.878 1.099  0.02
H2 -2.520 -0.385 0.219  -0.03
H3 -2.538 -1.803 1.499  0.00
H4 -3.202 -2.021 -0.118  -0.03
O1 -0.179 -0.312 -1.164  -0.34
S1 0.677 0.700 -1.742  0.64
O2 0.594 2.071 -1.328  -0.24
O3 2.168 0.193 -1.561  -0.24
C1 2.507 -1.017 -0.836  -0.24
C2 4.004 -1.195 -0.896  -0.06
C3 0.414 0.631 -3.511  -0.08
H5 2.013 -1.834 -1.363  0.11
H6 2.162 -1.018 0.196  0.12
H7 4.516 -0.439 -0.296  0.08
H8 4.408 -1.228 -1.906  0.08
H9 4.317 -2.131 -0.429  0.09
H10 1.180 1.193 -4.035  0.08
H11 -0.593 1.023 -3.620  0.08
H12 0.505 -0.418 -3.787  0.07
O4 -0.533 -0.390 1.404  -0.37
S2 -0.357 0.668 2.353  0.66
O5 -0.083 0.430 3.745  -0.24
O6 0.816 1.593 1.742  -0.26
C4 1.052 2.873 2.354  -0.26
C5 2.308 2.837 3.203  -0.06
C6 -1.841 1.710 2.191  -0.08
H13 0.238 3.114 3.040  0.10
H14 1.156 3.559 1.516  0.13
H15 2.140 2.062 3.950  0.08
H16 2.511 3.793 3.685  0.08
H17 3.178 2.668 2.567  0.08
H18 -2.029 2.079 1.185  0.09
H19 -1.840 2.549 2.882  0.06
H20 -2.672 1.045 2.428  0.07
C7 -2.996 -2.530 -2.600  -0.09
O7 -1.647 -2.370 -2.096  -0.19
H21 -2.909 -2.591 -3.689  0.09
H22 -3.475 -3.445 -2.247  0.10
H23 -3.666 -1.716 -2.337  0.09
H24 -1.132 -2.857 -2.739  0.10

Computed properties:
**Highest occupied orbital energy**: -8.6 eV
**Charge**: 0
**Energy**: -62295.27453 eV
**Max |F|**: 3.3 eV/Å
**Frontier orbital gap**: 8.6 eV